# 1
Density functional theory data (ωB97M-V/def2-TZVPD) for C4H14ClNSi2 in the gas phase in a non-equilibrium geometry.

* LUMO level: 0.71 eV
* HOMO level: -8.873 eV
* ΔE to the lowest compared entry with this formula, charge and spin: 0.0 kcal/mol
* frontier orbital gap: 9.58 eV
* SMILES: C[SiH2]N(C)[Si](C)(C)Cl
* F_max: 4.3 eV/Å

```
! wB97M-V def2-TZVPD RIJCOSX def2/J DEFGRID3
* xyz 0 1
Cl -1.489 2.345 1.793
Si -0.531 -0.715 -1.736
Si -0.095 1.075 0.945
N -0.206 0.914 -0.779
C 1.454 2.237 1.380
C 0.791 -1.886 -1.112
C 0.024 -0.470 2.147
C -0.437 2.107 -1.511
H -1.141 2.684 -0.959
H 1.984 1.986 2.329
H 0.965 -2.006 0.030
H -0.172 -1.423 1.684
H 1.013 -0.601 2.586
H 1.827 -1.806 -1.555
H -0.444 -0.224 -3.143
H 2.127 2.002 0.528
H 1.240 3.303 1.333
H -0.638 1.912 -2.579
H 0.555 2.676 -1.550
H 0.556 -2.939 -1.342
H -0.772 -0.425 2.858
H -1.890 -1.106 -1.370
*
```

---

# 2
Density functional theory data (ωB97M-V/def2-TZVPD) for CN2O2S2 in the gas phase in a non-equilibrium geometry.

* LUMO level: -1.92 eV
* HOMO level: -10.706 eV
* ΔE to the lowest compared entry with this formula, charge and spin: 18.2 kcal/mol
* frontier orbital gap: 8.79 eV
* SMILES: N#CSS[N+](=O)[O-]
* F_max: 2.8 eV/Å

```
! wB97M-V def2-TZVPD RIJCOSX def2/J DEFGRID3
* xyz 0 1
S -1.241 -0.065 -0.358
S 0.669 -1.256 -0.657
O 0.660 1.771 -0.896
O -1.253 2.489 -0.306
N 0.839 -2.583 1.885
N -0.473 1.638 -0.569
C 0.799 -1.994 0.901
*
```